[1]
{
  "formula": "C46H89Cl22N2O2PS",
  "method": "ωB97M-V/def2-TZVPD",
  "total_charge": 0,
  "gap_ev": 9.35,
  "homo_energy_ev": -9.059,
  "smiles": "CCCCCCCCCCCCC[C@@](C#N)(P(O)O)[C@@](S)(C#N)CCCCCCC.ClCCCl.ClCCCl.ClCCCl.ClCCCl.ClCCCl.ClCCCl.ClCCCl.ClCCCl.ClCCCl.ClCCCl.ClCCCl",
  "lumo_energy_ha": 0.011,
  "species": ["C", "C", "C", "C", "C", "C", "C", "C", "C", "C", "C", "C", "C", "C", "C", "N", "P", "O", "O", "C", "S", "C", "N", "C", "C", "C", "C", "C", "C", "C", "H", "H", "H", "H", "H", "H", "H", "H", "H", "H", "H", "H", "H", "H", "H", "H", "H", "H", "H", "H", "H", "H", "H", "H", "H", "H", "H", "H", "H", "H", "H", "H", "H", "H", "H", "H", "H", "H", "H", "H", "H", "H", "H", "H", "H", "Cl", "C", "C", "Cl", "H", "H", "H", "H", "Cl", "C", "C", "Cl", "H", "H", "H", "H", "Cl", "C", "C", "Cl", "H", "H", "H", "H", "Cl", "C", "C", "Cl", "H", "H", "H", "H", "Cl", "C", "C", "Cl", "H", "H", "H", "H", "Cl", "C", "C", "Cl", "H", "H", "H", "H", "Cl", "C", "C", "Cl", "H", "H", "H", "H", "Cl", "C", "C", "Cl", "H", "H", "H", "H", "Cl", "C", "C", "Cl", "H", "H", "H", "H", "Cl", "C", "C", "Cl", "H", "H", "H", "H", "Cl", "C", "C", "Cl", "H", "H", "H", "H"],
  "xyz": [[6.4707, -0.8806, 3.2783], [6.7348, -1.6907, 2.0043], [6.4147, -0.9856, 0.6645], [6.4504, 0.5443, 0.6759], [5.1718, 1.2327, 1.1970], [4.3608, 1.9607, 0.1126], [2.8869, 2.1848, 0.5395], [2.4073, 3.6533, 0.4546], [1.1050, 3.8224, -0.3268], [-0.0814, 3.2157, 0.4258], [-1.4107, 3.5066, -0.2801], [-2.5784, 2.6540, 0.2583], [-3.8401, 3.4693, 0.6447], [-4.4015, 3.2220, 2.0602], [-3.2845, 3.2617, 3.0104], [-2.3451, 3.2926, 3.6828], [-5.3492, 4.8624, 2.4865], [-6.8055, 4.5128, 1.8166], [-5.5887, 4.7582, 4.0912], [-5.2502, 1.8712, 2.2055], [-4.2282, 0.5363, 2.9760], [-6.3662, 2.0415, 3.1570], [-7.2401, 2.1793, 3.9010], [-5.9045, 1.4537, 0.8654], [-5.0622, 0.6236, -0.1248], [-5.6427, -0.7760, -0.4277], [-5.1239, -1.8916, 0.4912], [-4.9496, -3.2274, -0.2367], [-4.0826, -4.1558, 0.6542], [-2.5881, -4.0499, 0.3135], [6.7848, -1.4288, 4.1709], [5.3965, -0.6983, 3.3936], [6.9562, 0.0981, 3.2743], [7.7642, -2.0574, 2.0186], [6.0931, -2.5768, 2.0762], [5.4701, -1.3479, 0.2459], [7.1903, -1.2917, -0.0400], [7.3283, 0.9132, 1.2161], [6.5936, 0.8637, -0.3655], [5.4434, 1.9488, 1.9798], [4.5293, 0.4784, 1.6644], [4.4240, 1.3925, -0.8196], [4.8141, 2.9460, -0.0272], [2.2287, 1.5279, -0.0406], [2.7976, 1.8568, 1.5797], [2.2404, 4.0412, 1.4672], [3.2088, 4.2559, 0.0197], [1.2074, 3.2727, -1.2716], [0.8926, 4.8784, -0.5235], [0.0298, 2.1251, 0.4852], [-0.1036, 3.6035, 1.4499], [-1.6327, 4.5733, -0.1735], [-1.2645, 3.3242, -1.3509], [-2.2327, 2.0126, 1.0728], [-2.8735, 1.9799, -0.5530], [-3.5633, 4.5291, 0.6305], [-4.6105, 3.3545, -0.1196], [-7.4766, 4.3973, 2.5060], [-5.3748, 3.8979, 4.4898], [-5.2385, -0.0902, 3.5911], [-6.2470, 2.3707, 0.3799], [-6.8110, 0.8881, 1.1021], [-5.0294, 1.1771, -1.0704], [-4.0226, 0.5116, 0.1960], [-6.7311, -0.6912, -0.3315], [-5.4354, -1.0194, -1.4735], [-4.1433, -1.6475, 0.9159], [-5.8315, -2.0273, 1.3117], [-5.9035, -3.7282, -0.4205], [-4.4051, -3.0621, -1.1731], [-4.4172, -5.1949, 0.5954], [-4.2209, -3.8385, 1.6952], [-2.3352, -4.7501, -0.4888], [-2.3290, -3.0291, 0.0210], [-1.9805, -4.3427, 1.1746], [-4.2988, 2.8500, 6.5165], [-3.4197, 4.4045, 6.6532], [-3.5503, 4.9845, 8.0359], [-5.2299, 5.4953, 8.3562], [-3.8242, 5.0776, 5.9021], [-2.3818, 4.2001, 6.4116], [-2.9224, 5.8687, 8.1204], [-3.2596, 4.2717, 8.8034], [-3.9943, -3.0589, -3.6063], [-2.6144, -2.1292, -4.2440], [-1.6416, -1.7723, -3.1479], [-2.3391, -0.6021, -1.9934], [-3.0068, -1.2403, -4.7313], [-2.1181, -2.7496, -4.9899], [-0.7551, -1.3092, -3.5778], [-1.3407, -2.6518, -2.5837], [-0.9452, 7.0103, 2.6056], [-1.5900, 8.0710, 3.8810], [-0.8085, 7.9630, 5.1633], [-1.0309, 6.3747, 5.9515], [-2.6357, 7.8090, 4.0292], [-1.5354, 9.0928, 3.5100], [-1.1658, 8.7114, 5.8664], [0.2553, 8.1127, 4.9976], [-9.7585, 7.2263, 6.1943], [-8.8174, 5.7871, 6.6759], [-9.1185, 5.3531, 8.0871], [-8.5221, 6.5224, 9.2943], [-7.7629, 6.0221, 6.5531], [-9.0811, 4.9876, 5.9857], [-8.6123, 4.4091, 8.2833], [-10.1852, 5.2218, 8.2494], [5.4854, -3.1989, -2.5022], [6.1033, -2.3511, -3.9445], [7.5611, -1.9994, -3.8246], [7.8820, -0.7440, -2.5987], [5.4904, -1.4664, -4.0979], [5.9835, -3.0244, -4.7910], [7.9110, -1.6056, -4.7781], [8.1596, -2.8698, -3.5665], [6.6390, -4.6652, -6.6929], [5.1753, -5.6567, -6.9740], [4.0368, -4.8265, -7.5061], [3.4293, -3.6649, -6.2927], [4.9158, -6.1343, -6.0323], [5.4433, -6.4272, -7.6976], [3.2057, -5.4767, -7.7739], [4.3359, -4.2585, -8.3833], [7.5566, -10.5629, -10.7462], [7.9617, -8.9334, -10.1592], [7.3861, -8.6560, -8.7950], [5.6021, -8.5403, -8.8294], [7.6038, -8.2161, -10.8937], [9.0480, -8.8717, -10.1106], [7.7592, -7.7015, -8.4242], [7.6500, -9.4349, -8.0848], [-2.5326, 10.8268, 6.9033], [-4.2312, 11.1605, 6.4680], [-4.6337, 10.4741, 5.1886], [-3.8010, 11.1569, 3.7664], [-4.3465, 12.2389, 6.3989], [-4.8480, 10.7929, 7.2863], [-5.7024, 10.6024, 5.0268], [-4.4116, 9.4101, 5.2251], [7.9305, -12.9354, -13.3243], [8.6080, -12.0673, -14.7261], [10.0601, -11.7079, -14.5434], [10.3088, -10.4613, -13.2936], [7.9973, -11.1840, -14.8953], [8.5103, -12.7313, -15.5836], [10.4502, -11.3017, -15.4752], [10.6495, -12.5776, -14.2649], [7.8725, -5.3900, 3.0550], [9.4516, -5.1536, 3.8459], [9.8207, -3.6962, 3.9503], [10.1552, -2.9717, 2.3578], [10.1943, -5.7092, 3.2791], [9.3768, -5.5817, 4.8442], [10.7257, -3.5900, 4.5461], [9.0247, -3.1191, 4.4154], [-8.0831, -3.5808, 1.4174], [-9.6266, -2.7530, 1.0844], [-10.1171, -3.0176, -0.3154], [-9.0742, -2.2589, -1.5457], [-9.4780, -1.6904, 1.2608], [-10.3528, -3.1271, 1.8041], [-11.1145, -2.5982, -0.4369], [-10.1555, -4.0835, -0.5247]]
}



[2]
{
  "formula": "C21H29BrFeN9OS3",
  "method": "ωB97M-V/def2-TZVPD",
  "total_charge": -1,
  "e_above_lowest_ev": 1.156,
  "spin_multiplicity": 5,
  "gap_ev": [6.23, 6.54],
  "homo_energy_ev": [-3.777, -4.083],
  "lumo_energy_ha": [0.090, 0.090],
  "species": ["Fe", "S", "C", "S", "C", "C", "N", "C", "N", "C", "N", "C", "S", "N", "C", "H", "H", "H", "H", "H", "H", "H", "H", "C", "C", "C", "C", "N", "C", "N", "N", "N", "H", "H", "H", "H", "H", "H", "H", "H", "H", "H", "Br", "C", "C", "C", "C", "C", "C", "H", "H", "H", "H", "C", "N", "C", "C", "O", "H", "H", "H", "H", "H", "H", "H"],
  "xyz": [[0.5462, -0.4944, 0.0304], [2.1975, 0.7055, 1.5528], [1.9215, -1.0063, 1.5942], [2.3992, -1.9098, 0.1925], [1.5161, -1.6644, 2.7880], [1.2263, -0.9737, 3.9776], [0.9376, -0.4253, 4.9585], [1.2923, -3.0607, 2.8400], [1.0893, -4.1952, 2.9332], [2.9795, -0.1621, -4.3555], [2.2259, 0.8105, -3.5760], [2.3265, 1.0528, -2.2475], [0.9525, 1.6401, -1.4466], [3.4562, 0.8942, -1.5660], [4.7086, 0.3182, -2.0048], [2.3288, -0.5491, -5.1366], [3.3009, -1.0044, -3.7443], [3.8523, 0.2894, -4.8329], [1.2799, 0.9697, -3.8832], [3.3149, 0.9583, -0.5542], [4.9596, 0.6594, -3.0073], [4.6834, -0.7746, -1.9801], [5.4878, 0.6517, -1.3220], [-0.7555, 4.9718, 3.0489], [-0.8434, 3.8526, 4.0846], [0.5216, 3.2180, 4.3266], [-1.9063, 2.8219, 3.6838], [-1.6348, 2.1190, 2.4421], [-0.9173, 1.0113, 2.2307], [-1.0548, 0.6778, 0.9612], [-1.8553, 1.6148, 0.4108], [-2.2148, 2.4717, 1.2801], [-0.0370, 5.7255, 3.3735], [-1.7236, 5.4566, 2.9030], [-0.4200, 4.5780, 2.0874], [-1.2029, 4.2754, 5.0291], [0.9819, 2.8993, 3.3912], [0.4559, 2.3470, 4.9790], [1.1884, 3.9444, 4.7951], [-2.8606, 3.3275, 3.5371], [-2.0150, 2.0769, 4.4725], [-0.3806, 0.4784, 2.9967], [-1.9936, -2.4258, -6.0393], [-1.2795, -1.8634, -4.3395], [-1.9692, -0.9293, -3.5860], [-1.4239, -0.5121, -2.3769], [-0.2117, -1.0095, -1.8725], [0.4247, -1.9673, -2.6726], [-0.0837, -2.3934, -3.9008], [-2.9032, -0.5176, -3.9515], [-1.9495, 0.2562, -1.8148], [1.3587, -2.4138, -2.3374], [0.4473, -3.1282, -4.4958], [-3.3633, -1.7764, 0.3070], [-2.5847, -2.8706, -0.2353], [-3.2322, -3.7417, -1.1842], [-1.2691, -2.9469, 0.0048], [-0.6332, -2.1467, 0.6772], [-4.2953, -2.1604, 0.7269], [-3.5884, -1.0358, -0.4650], [-2.7764, -1.2964, 1.0836], [-4.0623, -4.2738, -0.7119], [-2.5166, -4.4686, -1.5656], [-3.6196, -3.1654, -2.0281], [-0.7840, -3.8108, -0.4659]]
}



[3]
{
  "formula": "C4H8N2O",
  "method": "ωB97M-V/def2-TZVPD",
  "total_charge": 0,
  "e_above_lowest_ev": 1.388,
  "gap_ev": 10.96,
  "homo_energy_ev": -10.362,
  "smiles": "C[C@](O)(C#N)CN",
  "lumo_energy_ha": 0.022,
  "species": ["C", "C", "O", "C", "N", "C", "N", "H", "H", "H", "H", "H", "H", "H", "H"],
  "xyz": [[0.7104, 1.3558, -0.4997], [0.6237, -0.0064, 0.1920], [0.5759, 0.1499, 1.5874], [1.8312, -0.8024, -0.1285], [2.7448, -1.4232, -0.4699], [-0.6188, -0.8177, -0.2660], [-1.7945, -0.3139, 0.4328], [1.5514, 1.9152, -0.0846], [-0.2219, 1.8965, -0.3035], [0.8544, 1.2768, -1.5822], [-0.3647, 0.3306, 1.7753], [-0.4444, -1.8584, 0.0091], [-0.7328, -0.7834, -1.3569], [-2.2821, -1.0722, 0.8955], [-2.4325, 0.1527, -0.2008]]
}



Question: Which formula does entry 2 have?
Answer: C21H29BrFeN9OS3